Record 1
The following is a DFT calculation (the ωB97M-V functional and the def2-TZVPD basis) of a structure of composition C3H4N2O.

Last column: natural (NBO) charge in e.
CARTESIAN COORDINATES (ANGSTROEM)
O1 -1.79314 -0.44900 1.95699  -0.5239
N1 1.30557 -0.32110 -0.89563  -0.4239
N2 0.77781 -0.85627 0.35709  -0.4141
C1 -0.39132 -0.03693 0.11289  -0.0997
C2 -1.47582 0.20078 1.01249  0.4451
C3 0.21781 0.55352 -0.95826  -0.0088
H1 2.27043 -0.03315 -0.99398  0.3877
H2 0.25279 1.36524 -1.59984  0.2135
H3 0.84727 -1.82698 0.41190  0.3752
H4 -2.01139 1.40390 0.59634  0.0489

Results
LUMO (eV): 0.53
HOMO-LUMO gap (eV): 9.56
HOMO (Eh): -0.332



Record 2
The following is a DFT calculation (the ωB97M-V functional and the def2-TZVPD basis) of an isolated molecule of C5H14N2.

Last column: natural (NBO) charge in e.
CARTESIAN COORDINATES (ANGSTROEM)
N1 -1.76633 -0.17524 1.31363  -0.6291
N2 1.41257 -0.67913 -2.40649  -0.8393
C1 -0.75580 -1.01531 0.61780  -0.2154
C2 -1.41957 -0.09247 2.76400  -0.4248
C3 -0.41286 -0.28313 -0.70967  -0.4373
C4 1.10337 -0.19414 -1.05877  -0.0449
C5 1.35219 1.36158 -0.98220  -0.6153
H1 -2.24976 -0.47922 3.35364  0.1901
H2 -0.53150 -0.66191 3.08877  0.1821
H3 -1.81378 0.77480 0.97874  0.3584
H4 -1.17711 -1.96450 0.18585  0.1926
H5 -0.95743 0.64118 -0.99519  0.2094
H6 2.39912 -0.54040 -2.56217  0.3582
H7 0.07836 -1.27480 1.24846  0.1839
H8 0.82827 -0.22557 -3.09557  0.3539
H9 -0.91414 -0.81456 -1.54531  0.2118
H10 2.36599 1.71353 -0.99584  0.1973
H11 0.88485 1.77857 -1.87806  0.1898
H12 1.89983 -0.53540 -0.33669  0.1954
H13 -1.20383 0.92926 3.09738  0.1857
H14 0.87756 1.73686 -0.08231  0.1975

Results
LUMO (eV): 1.07
HOMO-LUMO gap (eV): 9.71
HOMO (Eh): -0.317



Record 3
The following is a DFT calculation (the ωB97M-V functional and the def2-TZVPD basis) of a structure of composition C4H4LaLiO2.

Last column: natural (NBO) charge in e.
CARTESIAN COORDINATES (ANGSTROEM)
La1 -1.52781 -7.10958 0.55467  1.1419
O1 -0.87901 -1.36730 -0.22348  -0.8274
O2 1.31050 0.18747 0.76734  -0.5770
C1 1.05127 1.31578 0.28317  0.6248
C2 -0.87614 0.89193 -0.90812  -0.3645
C3 1.57433 2.52894 0.28054  -0.6119
C4 -1.23810 -0.31276 -0.82041  0.3723
Li1 -1.76049 -3.12269 -0.11305  0.8475
H1 -1.39409 1.84124 -0.87382  0.2786
H2 0.24031 -0.93237 0.38678  0.5533
H3 1.07137 3.33244 -0.25556  0.2641
H4 2.42786 2.74690 0.92193  0.2984

Results
LUMO (alpha / beta) (eV): -8.74 / -8.88
Net charge: +2
HOMO-LUMO gap (alpha / beta) (eV): 5.53 / 5.39
HOMO (alpha / beta) (Eh): -0.524 / -0.524



Record 4
The following is a DFT calculation (the ωB97M-V functional and the def2-TZVPD basis) of a structure of composition C4H7ClS.

Last column: natural (NBO) charge in e.
CARTESIAN COORDINATES (ANGSTROEM)
Cl1 -0.25692 2.25573 -0.14102  0.0498
S1 -3.01038 0.21971 -0.10108  0.0158
C1 1.17139 0.12746 -0.45710  -0.2177
C2 -1.35261 -0.41936 -0.49465  -0.6045
C3 -0.20631 0.60038 0.11619  -0.3184
C4 2.18450 -0.40655 0.13105  -0.3735
H1 3.14848 -0.48051 -0.35281  0.2114
H2 1.06561 0.58733 -1.42862  0.2041
H3 -0.16471 0.25113 1.25497  0.2156
H4 -2.44782 0.61385 1.72343  0.1156
H5 -1.26943 -1.39373 0.29301  0.2375
H6 -0.93943 -0.81210 -1.75367  0.2687
H7 2.07763 -1.14333 1.21028  0.1956

Results
LUMO (eV): -0.86
HOMO-LUMO gap (eV): 8.26
HOMO (Eh): -0.335



Result set for E: -8199.51016 -8390.51067 -9346.35022 -27613.29049 eV, one per record in the order listed.
Result set for strongest force on any atom: 0.0800 0.0654 0.0779 0.1300 Eh/bohr, one per record in the order listed.